# 1
A structure of composition C18H27F5HgN4O4Te at a distorted geometry, computed with ωB97M-V with the def2-TZVPD basis set.

```
60
Properties=species:S:1:pos:R:3:forces:R:3:mulliken_charge:R:1
Hg -0.28010 0.21579 0.63423 -0.2 0.4 0.2 1.4412
C -1.10116 -3.11671 2.68438 0.0 0.0 -0.1 -1.7757
C -1.87943 -1.81399 2.84096 -0.1 -0.1 0.0 1.9926
C -2.77282 -1.85159 4.07157 0.0 0.0 0.0 -1.9256
O -0.96068 -0.72137 2.98113 0.0 0.0 0.0 -0.6450
C -2.73753 -1.62119 1.54799 -0.1 -0.2 0.2 0.1506
O -3.79912 -2.24348 1.50191 0.1 0.1 0.0 -0.7536
O -2.26471 -0.88431 0.62744 0.1 0.0 -0.2 -0.7893
H -0.53461 -3.33483 3.59528 0.0 0.0 0.0 0.4209
H -0.40791 -3.03408 1.84414 0.0 0.0 0.0 0.2157
H -1.79032 -3.93934 2.49348 0.0 0.0 0.0 0.4748
H -2.17872 -2.09956 4.95533 0.0 0.0 0.0 0.3886
H -3.56405 -2.58512 3.93872 0.0 0.0 0.0 0.3519
H -3.22724 -0.87243 4.22434 0.0 0.0 0.0 0.4034
H -0.10156 -1.04941 3.27063 0.0 0.0 0.0 0.3027
N 0.69095 1.85956 -4.33964 0.0 0.0 0.1 -0.3507
C -0.73899 1.87929 -4.00170 0.0 0.0 0.0 -0.9876
C -0.89808 1.67151 -2.50072 -0.1 0.0 0.0 -0.6271
N -0.26257 0.44335 -2.03609 0.1 0.0 0.0 0.0651
C 1.13012 0.36427 -2.46493 0.0 0.0 0.0 0.0118
C 1.29676 0.57361 -3.96256 0.0 0.0 0.0 -1.0066
H 1.42373 3.05555 -3.53521 0.0 0.0 0.0 0.5009
H 0.81383 2.02424 -5.33117 0.0 0.0 0.0 0.2441
H -1.27488 1.08321 -4.53939 0.0 0.0 0.0 0.3873
H -1.15857 2.84052 -4.30238 0.0 0.0 0.0 0.4359
H -1.95461 1.64708 -2.23103 0.0 0.0 0.0 0.4465
H -0.44338 2.51145 -1.96885 0.0 0.0 0.0 0.2155
H -0.78390 -0.38000 -2.31765 0.1 -0.1 0.1 0.2523
H 1.54627 -0.59254 -2.16204 0.0 -0.1 0.0 0.0259
H 1.68471 1.14599 -1.94016 0.0 0.1 0.0 0.1902
H 0.81646 -0.25621 -4.50184 0.0 0.0 0.0 0.3930
H 2.35469 0.59116 -4.22823 0.0 0.0 0.0 0.3902
C 1.39139 -5.47440 0.23394 0.0 0.0 0.0 -1.2722
C 1.95318 -4.06336 0.06500 -0.1 -0.2 0.1 -0.0579
C 0.97085 -3.11882 -0.45425 0.2 0.2 -0.1 0.0866
N 0.26772 -2.29710 -0.83847 -0.2 -0.2 -0.2 -0.3778
H 2.16055 -6.13077 0.63892 0.0 0.0 0.0 0.3777
H 1.05770 -5.88180 -0.72016 0.0 0.0 0.0 0.3477
H 0.54340 -5.47394 0.91775 0.0 0.0 0.0 0.2502
H 2.80837 -4.03886 -0.61116 0.0 0.0 0.0 0.4596
H 2.30427 -3.65264 1.01311 0.0 -0.1 -0.1 0.2370
N -1.93838 7.54264 0.99385 0.0 0.0 0.0 -0.5639
C -1.65417 6.42811 0.95776 0.0 0.1 0.0 0.0049
C -1.30478 5.03749 0.90956 0.0 -0.1 0.0 0.5615
C -2.30419 4.06844 0.98423 0.0 0.0 0.0 -0.7337
C -1.96322 2.72705 0.92681 0.1 0.0 0.0 0.1103
C -0.63100 2.32001 0.79943 0.1 0.0 -0.1 -0.7634
C 0.35199 3.30852 0.73381 0.0 0.0 0.0 0.0643
C 0.02831 4.65625 0.78465 0.0 0.0 0.0 -0.6918
H -3.33818 4.37370 1.08333 0.0 0.0 0.0 0.4237
H -2.74684 1.97972 0.97963 0.0 0.0 0.0 0.4987
H 1.39535 3.03646 0.62782 0.0 0.0 0.0 0.3458
H 0.79946 5.41297 0.72004 0.0 0.0 0.0 0.4097
F 3.87110 -0.03379 2.89019 0.1 0.0 -0.2 -0.4704
Te 3.46011 -0.61357 1.09685 -1.3 -0.8 0.5 1.5709
F 3.77880 -2.33193 1.79851 0.2 0.3 0.0 -0.4360
F 3.33930 -1.60742 -0.58399 0.2 0.3 0.1 -0.4946
F 1.85225 3.77395 -3.03108 0.0 0.0 0.0 -0.5475
F 5.34508 -0.53708 0.74318 -0.1 0.0 0.0 -0.4499
O 1.55903 -0.92024 1.49278 1.1 0.2 -0.2 -0.7297
```
Forces are in eV/Å.

Results
* spin multiplicity: 2
* HOMO (alpha / beta): -6.12 / -6.10 eV
* LUMO level (alpha / beta): 2.348 / -0.335 eV
* net charge: -1
* HOMO-LUMO gap (alpha / beta): 8.47 / 5.76 eV

# 2
A structure of composition C18H27IrN3S2 at a distorted geometry, computed with ωB97M-V with the def2-TZVPD basis set.

```
51
Properties=species:S:1:pos:R:3:forces:R:3:mulliken_charge:R:1
Ir -0.12824 0.05740 -0.71355 3.5 -0.4 9.0 1.0543
S 1.98514 -0.64378 -1.23276 2.2 0.2 0.1 -0.0215
S -1.27654 1.84918 0.45799 0.0 1.2 0.9 0.0778
C 2.98510 -1.24761 0.18649 -0.3 -0.3 0.0 -1.0740
C 3.10441 0.77341 -1.62325 0.0 0.0 -0.4 -0.6184
C 2.95263 1.92559 -0.64690 -0.1 -0.1 0.0 -0.8243
N 1.55223 2.32887 -0.68580 -0.1 0.0 0.0 -0.2457
C 1.10403 3.32549 0.27805 0.0 -0.1 -0.1 -0.8020
C -0.40795 3.43071 0.16449 -0.1 0.2 -0.2 -0.7167
H 2.86272 1.07738 -2.65077 0.2 -0.1 0.2 0.3744
H 4.11463 0.35646 -1.59688 -0.1 0.0 -0.2 0.5701
H 3.60911 2.75812 -0.95462 0.0 -0.3 0.1 0.3913
H 3.22312 1.62632 0.37456 -0.1 0.2 -0.2 0.3732
H 1.55695 4.30741 0.05488 -0.2 -0.2 0.2 0.3826
H 1.41172 3.02540 1.28748 0.0 0.1 -0.2 0.3704
H -0.71339 3.77830 -0.82991 0.0 0.0 0.2 0.4048
H -0.81103 4.10982 0.92076 0.0 0.0 -0.3 0.5816
C -0.99819 1.83142 2.26046 -0.2 -0.4 0.0 -1.0662
H 1.33314 2.65846 -1.62822 0.1 0.0 0.3 0.3654
H 0.06046 1.74342 2.52763 -0.3 0.1 -0.1 0.2773
H -1.57256 0.99436 2.66699 0.1 0.2 0.0 0.4100
H -1.41363 2.77772 2.62531 0.1 -0.3 0.0 0.5295
H 2.51526 -2.16513 0.55374 0.2 0.2 0.0 0.3945
H 3.07916 -0.50392 0.98714 0.0 -0.2 -0.4 0.3232
H 3.97461 -1.48268 -0.22448 -0.3 0.0 0.0 0.4995
C -0.49174 1.10326 -2.18050 -0.4 2.1 -4.3 -1.0449
C -0.98688 -0.28211 -2.60764 -2.7 -1.1 -4.5 -1.2053
H 0.33823 1.39997 -2.81971 -0.2 0.2 -0.2 0.5207
H -1.30519 1.82821 -2.22150 0.1 0.1 0.2 0.8443
H -0.25934 -1.07519 -2.83851 -0.1 0.2 0.1 0.5911
H -1.32539 0.02149 -3.61184 0.2 -0.1 -0.6 0.6745
C 0.60209 -1.68794 3.40811 -0.1 0.0 0.1 -1.1461
C -0.34055 -2.72017 3.48877 0.3 0.3 -0.1 -0.7778
C -1.22236 -2.89353 2.42527 -0.3 0.5 -0.6 -0.6186
C -1.14580 -2.02606 1.33222 0.8 -0.3 0.9 0.9624
N -0.16368 -1.08954 1.22837 0.4 0.2 0.6 0.4125
C 0.66286 -0.88698 2.26929 -0.4 -0.6 -0.1 -0.4726
C -2.04248 -2.03827 0.18327 0.5 1.6 -1.6 0.3880
C -2.95569 -3.01779 -0.21651 -0.3 -0.2 0.3 -1.1343
C -3.35983 -3.02889 -1.56477 -0.3 -0.5 0.2 -0.5457
C -2.90450 -2.09999 -2.45809 -0.2 0.6 -0.9 -1.0118
C -2.31022 -0.83159 -1.96687 0.6 -0.2 0.4 0.4853
N -1.79467 -1.00091 -0.63794 -2.3 -1.8 1.2 0.2001
H 1.30389 -1.49196 4.21695 -0.2 -0.1 -0.1 0.5077
H -0.38974 -3.35632 4.37077 0.0 0.1 -0.2 0.4644
H -1.99074 -3.66069 2.39767 0.2 0.1 0.3 0.4567
H 1.38375 -0.06974 2.17791 -0.2 -0.4 0.0 0.7743
H -3.22837 -3.77684 0.50886 -0.2 -0.1 -0.4 0.4779
H -4.02820 -3.82045 -1.90166 0.4 0.0 0.0 0.4877
H -3.06950 -2.16343 -3.53546 -0.3 -0.2 0.3 0.4530
H -3.07886 -0.02666 -2.00531 0.2 -0.2 0.0 0.2455
```
Forces are in eV/Å.

Results
* spin multiplicity: 5
* HOMO (alpha / beta): -17.15 / -19.02 eV
* LUMO level (alpha / beta): -9.988 / -12.673 eV
* net charge: +3
* HOMO-LUMO gap (alpha / beta): 7.16 / 6.34 eV

Which ΔE to the lowest compared entry with this formula, charge and spin belongs to each record? In order, 0.608 0.877 eV.